(1)
Molecular formula: C36H66O36
Method: DFT, wB97M-V/def2-TZVPD

Structure (XYZ):
```
138
Properties=species:S:1:pos:R:3:forces:R:3
C 4.2868 1.6440 -4.9833 0.0746 -0.3322 0.9808
O 3.0548 1.4197 -5.6584 0.1714 0.6559 -0.6194
C 2.5141 0.1955 -5.6221 0.5760 -0.4733 0.0860
O 1.8651 -0.2350 -6.5215 -0.5347 -0.1127 -0.0886
O 2.8493 -0.4469 -4.4931 0.1869 0.2487 -0.1611
C 2.4027 -1.7790 -4.2932 -0.6525 -1.0253 0.2980
H 4.7626 2.5761 -5.2797 -0.5219 0.1023 -0.4241
H 4.9955 0.8408 -5.1850 -0.0811 -0.0635 0.0824
H 4.0700 1.6983 -3.9142 0.3509 -0.1206 0.0430
H 3.2419 -2.4370 -4.0677 0.2437 0.3513 0.0965
H 1.8826 -2.2482 -5.1277 0.0686 0.6101 -0.3506
H 1.7088 -1.7790 -3.4535 0.1038 0.1118 0.0704
C 0.4780 -6.0188 0.2647 0.9630 -0.1679 -0.2489
O 0.5379 -4.6831 -0.2289 0.3249 0.5358 -0.1245
C -0.5202 -4.3101 -0.9617 -0.3510 -0.4892 1.2650
O -1.2171 -5.0797 -1.5539 -0.3348 -0.0237 -0.7720
O -0.7443 -3.0185 -0.7481 0.8079 0.4932 -0.1137
C -1.7359 -2.4195 -1.5476 -1.4072 0.1219 -0.8677
H 1.3489 -6.1095 0.9147 -0.4501 0.2750 0.5671
H 0.7084 -6.7786 -0.4862 -0.6888 0.2061 -0.3810
H -0.4913 -6.1483 0.7378 0.1650 -0.4265 0.1639
H -1.4564 -2.3667 -2.6010 0.2080 -0.2317 0.0235
H -1.9901 -1.4034 -1.2619 0.8754 -0.3561 0.6305
H -2.6958 -2.9367 -1.4652 0.3220 -0.3863 0.0390
C 1.4620 4.1117 1.0464 1.1216 -0.4359 1.4943
O 1.8044 4.7982 -0.1540 -0.4222 -0.1829 -0.5062
C 2.9202 4.3645 -0.7439 0.5116 0.7634 1.2668
O 3.6334 3.4938 -0.3332 -0.0388 -0.6664 -0.5075
O 3.2097 5.2102 -1.7316 -1.0058 0.8865 -0.6326
C 4.1057 4.8120 -2.7148 1.8250 -1.4651 -1.1098
H 2.3425 4.1115 1.6984 -0.0176 0.0411 -0.0601
H 1.2325 3.0497 0.9522 -0.3210 0.1462 -0.5621
H 0.7016 4.6469 1.6056 -0.3158 0.1646 -0.6247
H 5.1461 4.7373 -2.3808 -0.2046 0.0098 0.5121
H 4.1844 5.4424 -3.6013 -0.8434 0.7083 0.4930
H 3.8720 3.8255 -3.1297 -0.2358 -0.0309 0.3301
C 9.2949 -0.1604 5.1160 0.9257 0.9868 0.8300
O 8.4086 0.0634 4.0492 -0.9727 1.0620 0.6133
C 8.3993 -0.6090 2.9288 -0.2093 -1.5090 -0.0225
O 9.1163 -1.5450 2.6796 0.3027 -0.0471 -0.4162
O 7.3760 -0.1731 2.2050 -0.2909 0.7763 0.4377
C 7.0932 -0.7521 0.9464 -0.2272 0.7761 -1.0161
H 8.9858 -0.8434 5.9090 -0.3918 -0.6329 -0.7112
H 9.2939 0.7957 5.6464 0.1952 0.0427 -0.1975
H 10.3167 -0.3560 4.7971 -0.1228 -0.2781 -0.1734
H 6.1971 -1.3693 0.9807 0.6773 -0.8460 0.4097
H 8.0250 -1.1206 0.5225 -0.3981 -0.6581 -0.0964
H 6.7005 0.0267 0.2834 0.5662 0.4648 0.2622
C -6.7010 2.9039 1.7856 -0.5355 0.1233 1.5678
O -5.6503 2.1270 1.2500 0.3433 0.7332 -1.3593
C -4.6994 1.6519 2.0394 -0.5111 -1.1395 1.2879
O -3.5621 1.4541 1.7355 0.2387 0.2747 -0.4947
O -5.2426 1.2885 3.2123 -0.4149 0.3424 0.2458
C -4.4486 0.5343 4.1291 1.0308 0.0140 -0.5203
H -6.3316 3.6411 2.5041 0.2610 0.1859 -0.3539
H -7.3932 2.3214 2.3977 -0.0341 -0.3407 -0.3886
H -7.2462 3.4032 0.9946 0.1902 -0.1510 -0.2679
H -3.6947 -0.0119 3.5605 -0.2687 -0.1749 0.1599
H -5.1072 -0.1377 4.6666 -0.0552 0.0869 0.0157
H -3.8774 1.1907 4.7859 -0.3270 0.1096 0.1825
C -3.5736 0.1454 -2.8332 0.8370 0.0124 -1.2013
O -3.9522 -0.7917 -1.8272 -0.3585 0.5872 0.2342
C -4.9945 -1.5658 -2.0997 -0.7856 0.0607 -1.2879
O -5.5340 -1.6706 -3.1796 0.1798 0.0849 0.4277
O -5.3615 -2.1827 -0.9993 0.5171 0.0522 1.3424
C -6.5465 -2.9796 -0.9712 0.2963 0.4900 -0.6681
H -4.3831 0.7085 -3.2892 -0.2935 -0.0573 0.4843
H -3.0655 -0.3452 -3.6673 -0.1314 -0.3310 0.0672
H -2.8206 0.8071 -2.4183 -0.4781 0.0805 0.2081
H -7.3345 -2.4200 -1.4743 -0.1245 -0.2896 -0.0605
H -6.7817 -3.1181 0.0796 0.0379 -0.0094 -0.1054
H -6.3189 -3.9164 -1.4781 -0.3591 -0.0513 0.0298
C 1.0909 -1.2515 2.8098 -0.5008 0.1220 -0.6318
O 0.0571 -0.5490 3.5287 0.2661 -0.4152 0.3751
C 0.1928 0.7558 3.6268 0.1921 0.6995 -0.3381
O 1.1200 1.4254 3.2414 -0.0876 -0.0088 0.1405
O -0.9097 1.2319 4.2029 -0.7841 -0.3129 0.4999
C -1.0325 2.6435 4.2931 0.3235 0.2707 -0.2497
H 1.9256 -0.6042 2.5643 0.0541 0.0309 0.3036
H 0.6114 -1.5136 1.8675 0.3287 -0.4096 0.0077
H 1.3808 -2.1388 3.3597 -0.1145 0.1051 0.1225
H -0.4558 3.0234 5.1383 0.2691 0.0428 -0.2625
H -2.0674 2.9237 4.4768 -0.1353 -0.4651 -0.1301
H -0.7151 3.0479 3.3318 0.0843 0.3965 0.2746
C 2.7686 -1.2730 -0.5322 0.0285 -2.0082 -0.2956
O 1.8630 -0.3338 0.0206 1.2100 0.6981 -0.2473
C 0.8318 0.0169 -0.7230 -0.4341 -0.1781 0.6193
O 0.6217 -0.3277 -1.8540 -0.0562 0.0584 -0.5596
O 0.0456 0.7646 0.0434 -0.1382 -0.3652 0.8513
C -1.2026 1.1718 -0.5322 0.6846 -0.5103 -1.4850
H 3.1848 -1.2113 -1.5423 -0.5983 1.2829 -0.1274
H 2.2124 -2.2150 -0.5607 0.3225 -0.2011 0.2189
H 3.6393 -1.3861 0.1068 -0.3526 0.2426 0.4957
H -1.8878 1.5364 0.2207 0.3870 0.5105 0.0577
H -1.6785 0.3401 -1.0552 0.2464 -0.0423 0.4712
H -0.8581 1.8083 -1.3484 -1.0145 0.7082 0.3384
C -2.5045 -1.7257 1.8174 0.7710 1.6567 1.9952
O -2.9143 -3.0281 1.5187 0.6717 -0.4348 -1.3571
C -4.1883 -3.3172 1.6584 -0.7669 0.1728 0.2126
O -4.9861 -2.7440 2.3517 -0.0439 0.2669 0.1631
O -4.4627 -4.3747 0.8975 0.3379 -0.3753 -0.4491
C -5.6322 -5.1066 1.1623 -0.7649 -1.4085 0.9027
H -1.4426 -1.5366 1.6662 0.0077 -0.9091 -0.6961
H -2.5542 -1.5882 2.9055 -0.4098 0.1177 -0.1556
H -3.0093 -0.8897 1.3304 -0.5556 -0.5454 -0.2181
H -6.3338 -4.6275 1.8437 0.1652 0.4535 -0.1820
H -5.3717 -6.0523 1.6494 0.3354 0.1253 0.0735
H -6.1610 -5.4332 0.2682 0.3088 0.5534 -0.2989
O 2.9002 -3.3495 1.9423 0.0684 -0.3458 0.0609
C 3.9691 -3.6089 2.3940 -0.1133 0.1711 -0.2479
O 4.3015 -4.7231 3.0704 0.0834 -0.2753 0.1850
C 5.5587 -4.4710 3.7182 -0.1408 0.4885 0.3720
C 6.1906 -3.4471 2.8170 -0.2345 -1.5789 -0.6430
O 5.0392 -2.7977 2.2719 0.3213 0.8542 0.3354
H 5.3400 -4.0109 4.6844 0.0850 -0.4384 0.2134
H 6.1834 -5.3570 3.7709 -0.3734 -0.2088 0.2601
H 6.6160 -4.0349 1.9981 0.5639 0.5540 -0.0774
H 6.9239 -2.8471 3.3441 -0.2330 0.5384 -0.3932
O -2.7372 3.0506 -4.2145 0.8345 0.1881 0.0254
C -1.5923 3.0952 -3.8530 -0.9114 -0.0847 0.2618
O -0.9433 4.1978 -3.4621 -0.3039 1.4012 -0.3425
C 0.3264 3.8921 -2.9072 0.3650 -1.7785 -0.4895
C 0.5280 2.4898 -3.5047 0.8379 0.0111 0.4155
O -0.8033 2.0275 -3.7018 0.3558 -0.6297 -0.4401
H 1.1599 4.4660 -3.3067 -0.5136 0.8297 0.2772
H 0.2548 3.8944 -1.8211 0.0615 0.2444 -0.0645
H 1.1046 1.7934 -2.8969 -0.4092 -0.0687 0.2452
H 1.0844 2.5575 -4.4434 -0.4579 -0.0027 -0.2703
O -2.6934 4.1008 -0.7130 0.0541 0.3376 -0.1477
C -3.7729 4.1676 -1.2144 0.2686 -0.2977 0.5601
O -4.6240 5.2084 -1.1112 0.0910 0.4914 0.3194
C -5.9111 4.7993 -1.5558 -0.1749 0.4167 -0.3278
C -5.5805 3.6085 -2.4244 -0.2806 0.0228 -0.8412
O -4.3250 3.1757 -1.9087 -0.6323 -0.7414 0.1521
H -6.5471 4.5646 -0.7026 0.1882 -0.2206 0.1262
H -6.4034 5.6130 -2.0876 0.2418 0.0252 -0.1071
H -5.3967 3.8352 -3.4770 -0.1361 0.3437 0.0488
H -6.3852 2.8732 -2.4033 0.4752 -0.4445 0.3411
```
Positions in Å, forces in eV/Å.

## Properties
* E_tot: -112110.1515 eV
* SMILES: COC(=O)OC.COC(=O)OC.COC(=O)OC.COC(=O)OC.COC(=O)OC.COC(=O)OC.COC(=O)OC.COC(=O)OC.COC(=O)OC.O=C1OCCO1.O=C1OCCO1.O=C1OCCO1

(2)
Molecular formula: C36H67F2NO14
Method: DFT, wB97M-V/def2-TZVPD

Structure (XYZ):
```
120
Properties=species:S:1:pos:R:3:forces:R:3
C -6.5715 3.5923 -4.2950 0.5901 0.4370 -1.0032
C -5.7495 3.7255 -5.6230 -0.0279 -0.5828 1.2325
C -4.9493 5.0455 -5.4585 0.6424 -0.2299 -0.4430
C -4.8380 2.4496 -5.7143 0.6462 0.9927 0.8884
C -4.3179 2.1880 -7.0836 -0.4478 0.1943 -0.9113
C -5.5096 2.2204 -8.0626 1.4711 0.5387 -1.2854
C -6.3486 3.5289 -8.1430 -0.9190 -0.9630 0.1628
C -5.6736 4.6454 -8.9661 1.3004 0.3830 0.5133
C -7.6583 3.1612 -8.9157 0.3104 0.6451 0.4822
N -6.7090 3.7743 -6.7301 0.9703 -1.5052 -0.4600
O -7.5579 4.8385 -6.5592 -0.8919 1.1994 -0.0866
H -6.9504 4.6029 -4.1425 -0.3798 -0.2729 0.5790
H -7.3681 2.8523 -4.3711 -0.0381 0.0456 -0.0641
H -5.8864 3.3057 -3.4972 -0.0806 0.1347 0.0919
H -5.5922 5.9257 -5.4523 -0.1598 -0.1584 -0.4746
H -4.3709 5.1603 -4.5418 -0.1491 -0.6458 0.3487
H -4.1859 5.1106 -6.2337 -0.1502 0.2921 -0.3373
H -3.9690 2.7029 -5.1070 0.0235 -0.0476 0.4233
H -5.2430 1.5528 -5.2454 -0.6461 0.1450 -0.1343
H -3.5093 2.8949 -7.2692 -0.3489 0.5854 -0.5586
H -3.7719 1.2548 -7.2221 -0.3420 -0.3967 0.3903
H -6.1077 1.3198 -7.9236 -0.3834 0.2685 0.3319
H -5.0767 2.0985 -9.0556 -0.0649 -0.0842 -0.3347
H -5.6916 4.4804 -10.0434 -0.1863 -0.4210 0.0464
H -4.6200 4.7238 -8.6979 0.2950 -0.2508 0.0069
H -5.9840 5.6829 -8.8415 -0.8276 -0.2251 0.4237
H -8.2520 2.4467 -8.3455 0.0539 -0.1232 -0.1247
H -7.4324 2.7997 -9.9189 0.1558 -0.3005 0.1292
H -8.2535 4.0600 -9.0767 -0.0913 0.0763 0.1788
H -8.3495 4.4097 -6.2258 -0.3258 0.2605 -0.0062
O 2.8370 -11.8968 5.0637 0.4618 3.8779 -2.2362
C 3.0414 -10.8379 4.4456 -0.1092 -3.7587 2.3024
O 2.1767 -10.2028 3.6327 -1.8900 -2.5969 1.3822
C 2.6733 -8.9973 3.2965 1.4740 1.7962 -2.6260
C 4.1657 -9.2592 3.3426 -1.1258 -1.0944 0.5292
F 4.8088 -8.1770 3.6403 1.7012 2.2171 0.6826
O 4.2148 -10.1652 4.4533 0.1478 -0.3866 -0.2887
H 2.4166 -8.8004 2.2557 -0.3905 0.3100 0.1113
H 2.4008 -8.1531 3.9299 -0.0735 -0.1617 0.2500
H 4.6338 -9.7202 2.4729 -0.1942 -0.1833 -0.1100
O 2.1007 5.8732 -0.8888 1.1077 2.2086 2.6386
C 2.4542 6.7490 -0.0964 -1.5040 -1.9505 -2.6030
O 1.8014 7.1597 0.9731 -2.4319 -1.2588 1.9428
C 2.3988 8.2190 1.7079 -0.2088 0.6065 -1.6234
C 3.4149 8.6442 0.6237 -0.6214 0.1304 -0.0562
F 4.6219 8.8421 1.0974 1.9404 0.3744 0.9505
O 3.4741 7.5621 -0.2582 1.6523 0.1402 -1.0455
H 1.6690 9.0150 1.8554 -0.1693 -0.1519 -0.1233
H 2.7317 7.9299 2.7048 0.5928 -0.3408 -0.3927
H 3.1567 9.5053 0.0072 -0.3588 0.2389 0.3150
C 2.6618 5.3808 8.5928 0.5488 -0.3577 0.4751
C 1.9060 4.1200 8.3310 -1.6665 -1.7930 0.8715
C 1.9960 3.4299 6.9541 0.1433 0.4550 0.8026
O 1.2286 3.5888 9.2286 1.4269 1.1694 -1.8398
H 3.7099 5.1201 8.4461 0.2735 -0.0055 0.0675
H 2.5092 5.5843 9.6527 0.0208 0.4875 -0.1942
H 2.5098 6.2355 7.9337 -0.4877 -0.1512 0.0218
H 0.9746 3.4043 6.5743 0.1354 0.0529 -0.3038
H 2.3354 2.3992 7.0567 -0.1001 0.0143 0.2415
H 2.6994 3.9354 6.2925 -0.2901 0.1166 -0.1393
C 0.1948 -6.4215 -5.2302 0.1369 1.2566 0.0475
C -0.7939 -5.3621 -4.8123 -0.9497 3.0295 1.5207
C -2.2665 -5.7242 -4.6786 0.5275 -0.2604 -0.2147
O -0.5889 -4.1701 -4.5154 1.0575 -2.4566 -0.9925
H 1.1924 -6.0195 -5.4073 -0.1542 0.2318 -0.0503
H -0.2107 -6.8035 -6.1671 0.1759 -0.7361 0.2274
H 0.2959 -7.1147 -4.3951 -0.3440 -0.4767 -0.3694
H -2.4158 -6.7371 -4.3048 -0.2115 0.0071 -0.1072
H -2.7010 -5.6031 -5.6709 -0.2028 -0.2811 -0.0755
H -2.7046 -4.9608 -4.0356 -0.0459 -0.3033 0.0162
C -2.0990 -3.2262 6.7932 1.3242 0.5290 0.2808
C -0.6124 -3.5701 6.9938 2.0430 0.7370 -3.4717
C -0.2084 -4.6600 7.9955 0.4990 1.1844 0.9154
O 0.2334 -3.0404 6.2045 -2.5902 -1.7639 3.0550
H -2.4256 -3.7748 5.9098 -0.3799 -0.5886 0.4729
H -2.1848 -2.1963 6.4468 0.2181 0.1442 0.2867
H -2.6366 -3.3425 7.7342 -0.4175 -0.3841 -0.4455
H -0.3826 -5.7184 7.8018 -0.3911 0.2636 -0.6168
H -0.6799 -4.4289 8.9506 -0.4713 -0.1177 0.0333
H 0.8454 -4.5538 8.2530 0.1707 0.0008 -0.5178
C -8.1770 -2.5234 -3.6343 -0.1309 0.5117 0.1203
C -8.2406 -2.6487 -2.1311 -2.5029 -2.3986 -1.0245
C -7.2366 -2.0680 -1.2807 1.2076 -0.3241 1.0022
O -9.1502 -3.2995 -1.6101 0.8243 0.8637 -0.7971
H -8.2404 -1.4676 -3.8975 -0.1485 0.2061 -0.0209
H -9.0182 -3.0517 -4.0830 0.2615 -0.0444 -0.0108
H -7.2087 -2.8200 -4.0375 -0.0302 -0.3477 0.0853
H -7.6459 -1.0994 -0.9936 0.6642 0.1778 0.3081
H -6.2310 -2.0926 -1.7006 -0.1152 0.7480 -0.2378
H -7.2029 -2.7892 -0.4641 -0.0216 0.6162 0.5695
C 6.4371 -1.4937 7.6672 0.3126 0.8990 0.5406
C 7.6812 -0.7967 8.1941 -0.9532 2.1156 -0.4448
C 8.5049 -1.5672 9.1599 0.9177 -0.2300 0.7445
O 7.8322 0.3962 7.9455 0.3877 -1.3830 0.3255
H 6.6605 -2.4920 7.2911 -0.4928 0.0815 0.0033
H 5.8908 -0.7990 7.0292 0.4478 -0.3980 -0.6912
H 5.7859 -1.4671 8.5410 -0.0813 -0.8676 0.2733
H 9.1329 -2.2864 8.6341 -0.3066 -0.3920 -0.0318
H 7.8616 -2.0516 9.8945 -0.1113 -0.4422 -0.3220
H 9.2092 -1.0068 9.7747 -0.1308 0.6211 -0.4026
C 10.9320 0.7033 -0.5237 -2.0527 1.6450 -1.0407
C 9.8764 1.6317 -1.2445 0.9621 0.2889 -0.9392
C 8.8586 2.3499 -0.3870 -0.1494 -0.1714 -0.1710
O 9.9513 1.8096 -2.4509 -0.2189 -0.3123 1.2215
H 11.6893 0.6346 -1.3047 0.3005 -0.4776 0.6486
H 10.4006 -0.2158 -0.2767 0.4107 -0.2114 -0.0332
H 11.1805 1.2423 0.3906 0.5653 -0.3455 -0.0403
H 8.1017 1.6020 -0.1505 -0.0043 -0.0505 0.5552
H 8.3125 3.1541 -0.8800 0.3676 -0.0854 -0.3795
H 9.3365 2.7598 0.5028 -0.1822 -0.2800 0.1782
C 0.4795 -1.5886 0.5000 -0.7737 -0.4865 0.6466
C 1.8959 -1.9957 0.4648 1.9936 0.1563 -1.1138
C 2.9420 -0.8754 0.6493 -0.3025 -0.0441 0.0585
O 2.2828 -3.1096 0.2052 -0.2949 -0.3438 0.2777
H -0.2141 -2.4208 0.3803 0.2883 -0.1391 -0.2748
H 0.2640 -0.8269 -0.2493 0.0230 0.2325 0.3698
H 0.3463 -1.2730 1.5348 -0.3891 0.7659 -0.0622
H 3.1875 -0.7267 1.7008 -0.3047 0.0521 0.1657
H 2.5590 0.0593 0.2398 0.0297 0.0936 0.1340
H 3.8963 -1.1037 0.1747 -0.2654 -0.3112 -0.1929
```
Positions in Å, forces in eV/Å.

## Properties
* E_tot: -74003.3689 eV
* SMILES: CC1(C)CCCC(C)(C)N1O.O=C1OC[C@@H](F)O1.O=C1OC[C@@H](F)O1.CC(C)=O.CC(C)=O.CC(C)=O.CC(C)=O.CC(C)=O.CC(C)=O.CC(C)=O

Summary of frontier orbital gap in eV
10.71, 8.46
(order as listed above)